{
  "formula": "C6H12N3O2PS",
  "method": "ωB97M-V/def2-TZVPD",
  "species": ["C", "O", "C", "H", "H", "H", "H", "H", "N", "S", "P", "H", "C", "C", "H", "H", "N", "H", "N", "C", "C", "H", "O", "H", "H"],
  "positions_angstrom": [[3.40724, 2.17960, -0.42256], [3.21512, 1.83867, -1.49821], [0.59627, -1.46886, -0.80156], [-1.45376, -1.37481, 0.95866], [-0.71221, -3.08433, -0.36832], [0.19968, -0.08318, 0.47910], [-2.67766, 2.03769, 0.73626], [-1.14471, -2.12877, -1.82772], [1.00585, -0.64291, 0.16653], [5.06842, 0.02037, 0.65526], [3.58574, -1.01093, -0.02112], [-2.51790, 0.46619, 1.64973], [-1.91201, -1.26576, -0.04872], [-0.79266, -1.98461, -0.81646], [-1.21378, 0.68596, -0.92581], [-2.65211, -2.03351, -0.23095], [-0.66987, 1.50610, 0.98225], [-0.62862, 2.39437, 0.54574], [2.26744, -0.09223, 0.23302], [-2.08420, 1.12202, 0.86357], [-2.08773, 0.19801, -0.47542], [-3.11512, 0.22795, -0.93419], [3.58290, 2.72932, 0.56608], [-0.48998, 1.79995, 1.98510], [1.22368, -2.03630, -1.45027]],
  "forces_ev_per_angstrom": [[-0.02, 1.10, 0.08], [-0.25, -0.93, -1.97], [-0.48, 0.39, 2.54], [-1.24, 0.39, 0.13], [-0.12, 1.97, -0.94], [0.70, 0.74, 1.18], [-0.29, -0.50, 0.05], [0.32, -0.12, -0.61], [0.41, -1.59, -4.76], [0.40, -0.32, -0.27], [0.11, -0.65, 0.38], [0.69, 0.88, -0.02], [3.38, -0.79, 0.13], [-0.10, -1.85, 0.47], [-0.68, -0.82, -1.22], [-1.21, 0.82, 0.57], [-0.24, -0.13, 3.41], [0.53, 0.87, -0.96], [-1.52, 0.21, 1.36], [-0.88, -1.23, -1.66], [-2.11, 0.72, 2.36], [1.39, 0.63, -0.29], [0.10, 0.59, 1.66], [-0.01, -0.76, -1.34], [1.15, 0.36, -0.26]],
  "mulliken_charge": [0.75, -0.40, -0.32, 0.39, 0.32, 0.37, 0.41, 0.37, 0.26, -0.35, -0.02, 0.33, -0.79, -0.64, 0.40, 0.37, -0.65, 0.23, -0.37, -0.65, -0.68, 0.37, -0.39, 0.22, 0.47],
  "total_charge": 0,
  "e_above_lowest_ev": 0.429
}